C2H4N4 in the gas phase at a distorted geometry. Source: the OMol25 dataset; level of theory: the ωB97M-V functional and the def2-TZVPD basis.

Results
DFT total energy (eV): -8095.637
Orbital gap (eV): 10.58
Relative energy (zero: lowest compared OMol25 entry of this formula, charge and spin) (kJ/mol): 354.7
Structure (SMILES): Cn1ncnn1
Maximum force (eV/A): 4.74

Each atom is followed by the atoms it is bonded to, with distances in Å.
Positions of all 10 atoms, in Å:
1 C -0.53128 1.29443 -0.92334  N2 1.516, H7 1.191, H8 1.094, H9 1.181
2 N -0.22078 -0.07653 -0.35548  C1 1.516, N3 1.321, N6 1.454
3 N 1.02876 -0.35456 -0.02767  N2 1.321, C4 1.415
4 C 0.92139 -1.37366 0.94740  N3 1.415, N5 1.370, H10 1.295
5 N -0.40053 -1.51848 1.27721  C4 1.370, N6 1.347
6 N -1.17690 -0.69183 0.55069  N2 1.454, N5 1.347
7 H 0.13417 1.24042 -1.90915  C1 1.191
8 H -1.56336 1.01517 -1.15725  C1 1.094
9 H -0.12851 2.06203 -0.12180  C1 1.181
10 H 1.93702 -1.59699 1.71938  C4 1.295